No. 1
{"formula": "C10H16O", "method": "wB97M-V/def2-TZVPD", "symbols": ["C", "C", "C", "C", "C", "C", "C", "O", "H", "H", "H", "H", "H", "H", "H", "H", "C", "C", "C", "H", "H", "H", "H", "H", "H", "H", "H"], "xyz": [[-0.394, -2.412, 0.949], [0.013, -1.916, -1.344], [-0.911, -1.772, -0.278], [-0.112, -1.070, -2.375], [-1.059, 0.016, -2.315], [-2.055, -0.941, -0.294], [-2.108, -0.007, -1.309], [-1.301, 0.959, -3.259], [0.772, -2.737, -1.395], [0.486, -1.213, -3.336], [-0.538, -1.999, 1.915], [0.539, -2.831, 0.716], [-2.780, -1.442, 0.372], [-0.840, 1.045, -4.111], [-2.799, 0.913, -1.352], [-1.027, -3.307, 1.034], [1.299, 1.054, 1.230], [0.437, 2.137, 0.708], [2.140, 1.645, 2.388], [0.500, 0.323, 1.459], [2.165, 0.707, 0.552], [0.900, 3.041, 0.451], [-0.232, 2.525, 1.541], [2.905, 2.235, 1.884], [1.656, 2.372, 3.044], [-0.186, 1.646, -0.066], [2.531, 1.030, 3.192]], "lowdin_charge": [-0.08, -0.09, -0.30, -0.05, -0.30, -0.05, -0.03, 0.02, 0.13, 0.13, 0.07, 0.05, 0.13, 0.12, 0.14, 0.09, -0.32, -0.15, -0.14, 0.09, 0.13, 0.05, 0.10, 0.07, 0.06, 0.06, 0.06], "lumo_ev": 0.8, "energy_ev": -12674.235, "homo_lumo_gap_ev": 8.538, "e_homo_ev": -7.76, "largest_force_ev_per_a": 4.7}



No. 2
{"formula": "C10H16O", "method": "wB97M-V/def2-TZVPD", "symbols": ["C", "C", "C", "H", "H", "H", "H", "H", "H", "H", "H", "C", "C", "C", "C", "C", "C", "C", "O", "H", "H", "H", "H", "H", "H", "H", "H"], "xyz": [[-1.559, -0.582, -1.349], [-2.752, -0.761, -2.283], [-0.314, -0.206, -2.144], [-1.876, 0.148, -0.597], [-1.315, -1.471, -0.763], [-2.593, -1.652, -2.904], [0.414, 0.197, -1.432], [-2.889, 0.088, -2.950], [-3.696, -0.982, -1.779], [0.137, -1.032, -2.691], [-0.503, 0.619, -2.838], [1.272, 2.686, 0.439], [0.025, -0.492, 2.325], [0.113, 0.858, 1.871], [0.966, -1.365, 1.843], [1.118, 1.317, 1.094], [2.150, -0.888, 1.272], [2.220, 0.434, 0.896], [0.943, -2.723, 2.035], [-0.928, -0.853, 2.684], [-0.842, 1.304, 2.121], [0.209, -3.021, 2.581], [3.060, -1.453, 1.113], [1.286, 3.438, 1.224], [0.251, 2.859, 0.056], [3.201, 0.793, 0.604], [1.905, 2.739, -0.431]], "lowdin_charge": [-0.32, -0.13, -0.11, 0.09, 0.10, 0.07, 0.05, 0.07, 0.06, 0.08, 0.07, -0.05, -0.02, -0.06, -0.33, -0.30, -0.02, -0.05, 0.04, 0.11, 0.11, 0.10, 0.12, 0.08, 0.08, 0.11, 0.07], "lumo_ev": 0.8, "energy_ev": -12676.132, "homo_lumo_gap_ev": 9.254, "e_homo_ev": -8.41, "largest_force_ev_per_a": 3.5}



No. 3
{"formula": "C10H16O", "method": "wB97M-V/def2-TZVPD", "symbols": ["C", "C", "C", "C", "C", "C", "C", "O", "H", "H", "H", "H", "H", "H", "H", "H", "C", "C", "C", "H", "H", "H", "H", "H", "H", "H", "H"], "xyz": [[-2.980, -1.399, 1.245], [-0.741, -0.371, -1.631], [-1.878, -0.648, -0.898], [0.478, -0.915, -1.231], [-1.811, -1.352, 0.312], [0.529, -1.779, -0.145], [-0.601, -1.915, 0.665], [1.670, -0.596, -1.820], [-0.898, -0.016, -2.637], [-2.851, -0.287, -1.180], [1.542, -0.228, -2.700], [1.494, -2.199, 0.069], [-3.454, -0.442, 1.466], [-2.701, -1.920, 2.147], [-0.405, -2.578, 1.496], [-3.865, -1.932, 0.851], [1.543, 3.058, 1.088], [0.661, 2.051, 1.787], [2.486, 2.373, 0.065], [1.064, 3.921, 0.615], [2.210, 3.557, 1.796], [0.677, 1.065, 1.308], [1.829, 1.891, -0.655], [3.265, 3.015, -0.326], [-0.400, 2.272, 1.724], [0.870, 1.875, 2.841], [2.944, 1.563, 0.626]], "lowdin_charge": [-0.06, -0.03, -0.05, -0.34, -0.29, -0.02, -0.05, 0.04, 0.11, 0.11, 0.11, 0.11, 0.08, 0.07, 0.11, 0.08, -0.32, -0.12, -0.11, 0.09, 0.09, 0.06, 0.05, 0.06, 0.06, 0.07, 0.07], "lumo_ev": 0.9, "energy_ev": -12676.426, "homo_lumo_gap_ev": 9.281, "e_homo_ev": -8.41, "largest_force_ev_per_a": 1.9}



No. 4
{"formula": "C10H16O2", "method": "wB97M-V/def2-TZVPD", "symbols": ["C", "C", "C", "C", "C", "C", "C", "C", "C", "C", "H", "H", "H", "H", "H", "H", "H", "H", "H", "H", "H", "H", "H", "H", "H", "H", "O", "O"], "xyz": [[0.946, 0.551, 2.747], [-0.542, 0.080, 2.888], [-1.188, -0.047, 1.582], [-0.279, -0.553, 0.589], [1.164, -0.247, 0.433], [1.717, -0.303, 1.879], [-1.042, -0.557, -0.693], [0.146, 0.760, -2.872], [0.316, -0.739, -2.667], [-0.267, -1.351, -1.665], [0.967, 1.708, 2.547], [1.161, 0.821, 3.855], [-0.628, -0.873, 3.565], [-1.100, 0.577, 3.632], [-1.362, 1.040, 1.323], [-2.179, -0.679, 1.805], [-0.198, -1.699, 0.682], [1.159, 0.711, -0.141], [1.607, -1.146, -0.297], [2.723, 0.059, 1.958], [1.694, -1.294, 2.255], [-2.066, -0.980, -0.714], [-0.638, 0.996, -3.554], [1.038, 1.451, -3.292], [1.132, -1.148, -3.237], [-0.017, -2.391, -1.404], [-1.098, 0.837, -1.176], [-0.042, 1.324, -1.613]], "lowdin_charge": [-0.23, -0.25, -0.21, -0.38, -0.12, -0.21, -0.25, -0.16, -0.05, -0.09, 0.15, 0.13, 0.14, 0.08, 0.15, 0.18, 0.17, 0.13, 0.18, 0.11, 0.11, 0.18, 0.11, 0.18, 0.10, 0.13, -0.11, -0.16], "lumo_ev": 0.9, "energy_ev": -14717.153, "homo_lumo_gap_ev": 9.861, "e_homo_ev": -8.92, "largest_force_ev_per_a": 11.0}



No. 5
{"formula": "C10H16O2", "method": "wB97M-V/def2-TZVPD", "symbols": ["C", "C", "C", "C", "C", "C", "C", "O", "H", "H", "H", "H", "H", "H", "H", "H", "C", "C", "C", "O", "H", "H", "H", "H", "H", "H", "H", "H"], "xyz": [[-3.329, -0.395, 0.485], [-0.814, 1.655, -2.120], [-1.017, 2.195, -0.874], [-1.173, 0.364, -2.379], [-1.690, 1.422, 0.101], [-2.023, -0.457, -1.531], [-2.191, 0.208, -0.257], [0.027, 2.211, -3.049], [-0.566, 3.087, -0.583], [0.058, 3.121, -2.862], [-0.869, -0.224, -3.247], [-1.809, 1.859, 1.055], [-2.458, -1.492, -1.616], [-3.142, -1.437, 0.771], [-4.307, -0.455, -0.017], [-3.813, 0.285, 1.323], [2.309, -1.614, 1.832], [2.583, -0.013, 2.001], [3.586, -2.197, 1.332], [2.067, -2.268, 3.032], [1.510, -2.018, 1.135], [1.646, 0.427, 2.547], [4.251, -2.072, 2.204], [3.414, -3.235, 0.828], [4.073, -1.663, 0.513], [1.904, -3.241, 2.967], [2.507, 0.216, 0.963], [3.405, 0.284, 2.619]], "lowdin_charge": [-0.11, -0.34, -0.01, -0.02, -0.05, 0.01, -0.32, 0.06, 0.09, 0.07, 0.11, 0.10, 0.13, 0.07, 0.07, 0.11, -0.52, -0.02, -0.12, -0.09, 0.15, 0.10, 0.09, 0.11, 0.07, 0.12, 0.05, 0.06], "lumo_ev": 0.8, "energy_ev": -14721.580, "homo_lumo_gap_ev": 9.236, "e_homo_ev": -8.48, "largest_force_ev_per_a": 5.5}



No. 6
{"formula": "C10H16OS", "method": "wB97M-V/def2-TZVPD", "symbols": ["C", "C", "C", "C", "C", "C", "C", "C", "C", "C", "O", "S", "H", "H", "H", "H", "H", "H", "H", "H", "H", "H", "H", "H", "H", "H", "H", "H"], "xyz": [[-1.391, -0.507, -0.100], [1.394, 0.610, -1.158], [1.567, -0.917, -1.267], [1.198, -0.289, 1.048], [0.674, 0.870, 0.181], [1.287, -1.423, 0.101], [-0.883, 0.857, 0.127], [1.175, -2.845, 0.465], [-1.416, 1.761, -1.002], [-1.416, 1.412, 1.461], [-3.935, -0.170, -0.074], [-2.848, -1.180, -0.223], [2.373, 1.090, -1.117], [0.856, 1.029, -2.001], [0.892, -1.369, -1.997], [2.583, -1.185, -1.581], [2.196, -0.020, 1.413], [0.581, -0.513, 1.915], [0.980, 1.841, 0.576], [0.467, -2.988, 1.279], [2.141, -3.231, 0.809], [0.865, -3.437, -0.391], [-0.902, 2.720, -0.999], [-2.480, 1.924, -0.841], [-1.301, 1.295, -1.979], [-2.497, 1.309, 1.494], [-1.163, 2.468, 1.545], [-0.996, 0.888, 2.318]], "lowdin_charge": [-0.28, -0.13, -0.15, -0.13, -0.27, -0.22, -0.58, -0.05, -0.05, -0.04, -0.60, 0.86, 0.12, 0.10, 0.12, 0.12, 0.14, 0.12, 0.14, 0.09, 0.09, 0.09, 0.09, 0.08, 0.08, 0.08, 0.09, 0.08], "lumo_ev": [-1.2, 0.1], "energy_ev": -23508.238, "homo_lumo_gap_ev": [6.126, 8.860], "e_homo_ev": [-7.37, -8.73], "largest_force_ev_per_a": 1.9}